# 1
Entry from OMol25: 2 unconnected molecules or ions with the total composition C10H9BN3O9P (the ωB97M-V functional and the def2-TZVPD basis).

Geometry as ORCA input:
```
! RIJCOSX wB97M-V def2-TZVPD def2/J DEFGRID3
* xyz 0 1
H -0.228 1.310 3.388
C -1.487 2.439 -2.168
C -2.227 1.549 2.647
N -2.424 1.928 0.300
H -4.040 1.812 1.543
O 3.566 -5.112 0.744
H -0.586 4.032 -2.558
O 0.778 -3.058 0.778
C -0.172 -2.463 -2.369
C -0.494 2.025 -1.112
N -1.115 1.883 0.235
B 1.211 -3.013 -0.623
C -2.966 1.768 1.491
C -0.303 1.676 1.277
O 2.399 -3.859 -0.722
H 0.305 2.753 -1.062
H 1.877 2.817 0.558
H -2.290 1.745 -2.365
H -2.718 1.424 3.596
N -1.402 3.490 -2.850
O 0.691 -0.173 -2.530
C 1.605 -3.855 1.461
O 2.093 1.429 2.508
C -0.859 1.497 2.534
C 2.663 -4.379 0.480
O -1.019 -2.464 -3.213
H 1.826 0.596 0.208
C 0.726 -1.270 -2.021
H -0.127 1.033 -1.368
O 1.510 -1.603 -1.027
O 1.531 -4.100 2.626
O 0.135 -3.447 -1.543
P 1.540 1.590 1.159
*
```

Its electronic energy is -43381.3870 eV.

***

# 2
Entry from OMol25: a molecular structure, C10H9BrF5N3O6TeTi (the ωB97M-V functional and the def2-TZVPD basis).

Geometry as ORCA input:
```
! RIJCOSX wB97M-V def2-TZVPD def2/J DEFGRID3
* xyz -2 1
H -1.256 2.844 -3.474
O -2.381 1.026 -1.196
H 1.590 -0.085 -1.788
F -1.615 -0.108 0.941
Br 2.209 -3.127 0.499
C -2.595 2.012 -2.020
C 0.984 2.657 -1.974
H -0.163 -2.522 4.844
C 0.105 -0.685 3.769
O -0.431 -1.078 -1.231
F -1.717 -2.115 -3.449
H -0.357 -0.039 4.500
C -1.345 2.788 -2.385
F -2.413 -4.411 -2.093
N 1.162 -0.865 1.637
O -3.688 2.329 -2.458
C 0.226 -2.051 3.948
F -1.095 -3.464 0.156
O 0.260 1.659 1.048
O 0.367 2.116 3.239
C 0.831 -2.820 2.972
C 1.297 -2.154 1.851
H 2.986 1.877 -1.894
O 1.243 3.684 -2.610
C 2.085 1.868 -1.276
C 0.368 1.347 2.286
H -1.457 3.820 -2.034
N -0.223 2.119 -1.775
F -0.062 -3.462 -2.125
H 0.929 -3.892 3.051
Ti -0.625 0.533 -0.475
N 1.578 0.534 -0.987
H 2.005 0.069 -0.193
H 2.302 2.369 -0.332
Te -1.663 -2.640 -1.552
C 0.557 -0.135 2.581
*
```

Its relative energy (zero: lowest compared OMol25 entry of this formula, charge and spin) is 0.0 kcal per mole.

***

# 3
Entry from OMol25: a single C10H9ClN4 molecule (the ωB97M-V functional and the def2-TZVPD basis).

Geometry as ORCA input:
```
! RIJCOSX wB97M-V def2-TZVPD def2/J DEFGRID3
* xyz 0 1
C -0.426 -1.056 0.225
H 1.372 3.056 -2.271
H 0.103 1.530 -0.845
C 0.991 -1.026 0.543
H -0.164 -2.761 -1.031
N 1.781 0.048 0.823
Cl -3.794 0.878 1.112
N 2.974 -1.685 0.902
C -3.124 -1.228 -0.439
H 2.506 1.931 1.052
C 1.743 2.746 -1.310
H 2.699 3.144 -1.013
C -2.217 -2.134 -0.964
H -2.563 -2.907 -1.633
C 1.059 1.928 -0.534
H -1.023 0.602 1.475
C -1.334 -0.154 0.772
N 1.759 -2.099 0.596
H -4.171 -1.282 -0.694
C -0.877 -2.056 -0.635
N 3.012 -0.426 1.032
C -2.672 -0.250 0.432
H 0.823 1.730 1.593
C 1.545 1.470 0.812
*
```

The structure (SMILES) is C=CCn1nnnc1-c1cccc(Cl)c1. Its relative energy (zero: lowest compared OMol25 entry of this formula, charge and spin) is 0.0 kcal per mole.

***

# 4
Entry from OMol25: a single C10H9N3P2 molecule (the ωB97M-V functional and the def2-TZVPD basis).

Geometry as ORCA input:
```
! RIJCOSX wB97M-V def2-TZVPD def2/J DEFGRID3
* xyz 0 1
N 0.048 -3.704 0.786
C -3.391 -0.898 -0.788
H 0.539 2.964 0.874
C 1.327 2.206 0.853
N 0.625 -0.176 -0.356
H -3.522 1.173 -1.246
C -0.735 -0.488 -0.481
H 3.512 -2.346 -1.295
H -4.525 -1.088 -0.685
C 4.431 -1.734 -1.063
H 1.049 1.489 1.542
H -3.056 -2.918 -0.211
N 1.744 -0.878 -0.113
C -0.515 -2.760 0.465
H -1.001 1.571 -1.230
C -1.235 -1.720 -0.159
C -2.576 -1.965 -0.445
P 1.286 1.423 -0.754
C 2.645 0.013 -0.366
C -1.574 0.611 -0.885
C -2.913 0.363 -1.016
H 2.296 2.702 0.959
P 4.445 -0.180 -0.471
H 5.253 -2.260 -1.482
*
```

The structure (SMILES) is C=Pc1nn(-c2ccccc2C#N)p1C. Its relative energy (zero: lowest compared OMol25 entry of this formula, charge and spin) is 0.0 kcal per mole.

***

# 5
Entry from OMol25: a molecular structure, C10H9N4O6SSeSn (the ωB97M-V functional and the def2-TZVPD basis).

Geometry as ORCA input:
```
! RIJCOSX wB97M-V def2-TZVPD def2/J DEFGRID3
* xyz -1 1
H -3.223 -0.982 -3.032
O 3.688 1.152 2.583
C -1.440 3.015 1.751
C -0.209 0.676 1.350
O 2.978 -0.948 3.714
N -1.503 -0.571 -4.998
C -1.180 -0.903 -3.684
S -0.126 -1.853 0.631
H -1.946 3.951 1.942
H -2.633 -1.494 -0.667
Se 4.023 0.375 4.039
H -0.795 -0.757 -5.688
O 5.548 -0.157 4.074
H -3.148 1.968 0.966
O 1.011 -2.750 0.617
N -1.505 0.744 1.021
C -0.537 -1.484 -1.042
N 0.502 -0.494 1.238
O -1.329 -2.292 1.278
C -0.082 2.847 1.990
H 1.512 -1.406 -1.672
H 0.533 3.665 2.351
C -2.185 -1.077 -2.734
Sn 2.794 -0.662 1.635
H 0.943 -0.879 -4.026
C 0.477 -1.306 -1.978
N 0.541 1.702 1.784
O 3.529 1.195 5.334
C -1.865 -1.364 -1.418
C -2.096 1.916 1.232
H -2.432 -0.811 -5.301
C 0.157 -1.017 -3.291
*
```

Its relative energy (zero: lowest compared OMol25 entry of this formula, charge and spin) is 0.0 kcal per mole.

***

# 6
Entry from OMol25: a molecular structure, C10H9NO2 (the ωB97M-V functional and the def2-TZVPD basis).

Geometry as ORCA input:
```
! RIJCOSX wB97M-V def2-TZVPD def2/J DEFGRID3
* xyz 0 1
C 0.767 -0.989 0.867
N -2.715 -0.508 3.462
O 0.195 0.948 -2.611
H -0.350 -0.643 4.033
H 2.502 -0.572 -1.940
C -1.215 -0.434 3.202
H 1.041 0.884 -4.417
C -0.434 0.746 -0.448
H 2.876 -1.381 0.253
H -4.569 -0.127 2.044
C 1.565 1.041 -3.295
C -3.507 -0.221 2.360
H 0.771 -1.405 2.006
O -2.591 0.309 1.297
H -1.378 1.439 -0.893
C 1.938 -0.987 0.046
C -0.322 0.107 0.844
C 1.656 -0.623 -1.327
H 2.089 2.104 -2.668
C 0.498 0.252 -1.445
H 2.414 0.089 -3.170
C -1.232 -0.028 1.800
*
```

Its relative energy (zero: lowest compared OMol25 entry of this formula, charge and spin) is 223.3 kcal per mole.

***

# 7
Entry from OMol25: 10 unconnected molecules or ions with the total composition C110H146N6O14 (the ωB97M-V functional and the def2-TZVPD basis).

Geometry as ORCA input:
```
! RIJCOSX wB97M-V def2-TZVPD def2/J DEFGRID3
* xyz -1 2
H -1.602 3.635 -5.562
H -0.473 -1.541 -3.239
H 3.762 -1.362 -6.127
C -3.612 5.110 4.076
C 6.655 4.317 0.823
C 7.619 -7.647 5.864
C -9.462 4.307 1.866
C 0.434 1.277 0.957
H -3.284 2.947 4.714
O -11.309 3.149 -0.348
H 0.430 -3.698 4.101
C 3.321 -2.821 5.667
H -0.999 3.424 4.801
C 5.452 -6.410 5.681
H -5.851 -7.917 -2.343
C -3.256 0.571 0.166
C -4.204 -0.451 0.371
C 2.124 -7.267 1.496
H -3.416 7.215 4.469
H -0.349 3.065 3.214
C 5.940 -7.955 2.231
C 1.358 2.290 0.639
H 7.008 6.511 -1.796
H -4.574 1.239 -7.530
H -7.571 -4.546 -1.736
C 8.156 -6.433 6.129
C 3.956 -0.684 -2.763
C 3.910 -4.041 5.804
H 7.999 -0.022 4.338
H 3.455 0.031 -0.634
H 1.709 7.131 -0.633
H -11.562 3.026 -1.266
C 1.382 -3.795 4.601
H -8.382 0.004 0.875
C -10.508 0.588 -1.000
C -0.824 6.267 4.494
H -3.844 -2.584 -2.804
C -7.675 3.345 0.424
C 3.042 0.987 1.724
H 5.061 3.328 -0.966
H 5.974 -9.022 2.394
H -10.332 3.728 2.176
H -1.251 -5.232 1.019
H 2.351 0.289 -1.925
H 2.369 -0.776 2.750
H 8.582 -0.170 -2.695
H 1.244 3.238 0.136
N -9.982 2.835 -0.299
H 7.378 6.960 -0.060
C -0.305 -5.751 0.980
C -5.640 -5.575 -2.228
C -4.973 5.490 3.548
C 9.130 0.105 -1.806
C -2.643 -1.685 1.721
C 5.699 4.099 -1.398
H 0.480 -0.188 -2.682
H -5.332 -3.898 -0.918
C -2.212 1.214 -5.977
H 0.187 4.645 1.735
H -11.590 0.466 -0.941
O -1.140 2.482 -0.282
H -2.875 -5.008 -5.124
H -5.833 -6.354 -4.672
C 2.045 0.021 2.098
H 4.645 -1.522 -2.655
H 4.593 -2.342 3.348
H -3.244 2.041 -8.297
C -1.597 -0.727 1.505
H -2.441 -2.513 2.385
H -7.144 -5.690 -0.496
O -6.465 -5.668 -4.445
H 7.929 -5.196 1.973
O 0.119 -1.961 2.712
N 4.811 5.797 0.149
H -3.151 4.071 5.840
H 4.676 -2.399 -4.948
C 4.662 -5.915 1.623
C -9.240 5.276 -0.437
H 7.955 -4.342 6.555
C 7.120 -1.155 1.300
C -3.962 -1.538 1.212
H -10.193 1.016 -1.952
H 9.235 -6.423 6.178
H 3.013 4.590 -1.321
C 6.213 -1.139 4.015
O -5.233 3.386 -5.265
C 8.647 -0.118 -0.460
C 7.168 6.165 -0.775
H 1.445 -4.469 -2.401
H -7.265 3.426 -0.582
H -4.917 1.282 -2.084
H -11.730 0.852 1.333
H -1.331 1.456 -6.572
C -0.234 -0.985 2.007
H 6.809 4.783 1.796
H 2.587 7.333 0.818
C 7.023 -5.784 1.980
H -6.405 1.729 0.692
O 5.057 6.582 1.223
H 7.601 3.820 0.611
H 5.894 -1.111 5.047
C 7.856 -0.536 2.300
H -1.627 7.188 6.231
C 3.996 -6.537 5.377
C 3.765 6.400 -0.785
H -10.257 5.664 -0.398
H -4.158 -2.808 -5.923
C -3.408 3.671 -3.110
C 0.257 -1.238 -2.489
C -5.140 -7.120 -2.122
C -3.787 3.878 4.975
H -2.680 0.341 -6.433
C -3.788 -5.487 -4.772
H 2.652 1.166 -4.281
O 3.383 -3.852 1.508
C -1.693 1.234 -4.469
C -10.669 1.019 1.519
H -4.025 6.546 5.773
C 4.728 -7.340 1.786
H -0.126 -3.763 -2.096
C 2.457 6.639 -0.012
H -1.083 2.099 -4.210
C -1.954 0.409 0.705
C 2.068 -4.967 4.585
H 5.733 -8.420 5.132
C 7.415 -5.218 6.226
H -5.889 5.063 3.957
H -5.844 2.616 -2.783
H 1.490 -1.694 5.175
H -7.741 -6.185 -2.119
C 0.883 -5.113 1.266
H -2.650 -3.572 -3.675
H -5.698 1.123 -3.513
C -4.798 -4.795 -1.231
C 3.409 -8.090 1.674
O 1.397 -2.628 -4.766
C 2.067 -5.820 1.430
O 3.574 -7.672 5.123
C -8.440 0.923 0.293
H -1.490 5.461 6.332
H -8.665 6.146 -0.120
H 3.259 -2.448 -1.152
C 0.823 -7.829 1.230
H -6.062 2.902 -5.266
C 10.892 1.529 -1.071
H 5.191 -2.052 0.914
C 6.304 -7.559 5.446
C -3.257 6.300 5.040
H -4.989 5.126 2.520
C -3.585 -3.596 -3.116
H 2.553 0.237 -5.774
H 5.079 7.643 -2.159
H -2.295 4.340 1.427
C 7.126 -7.158 2.166
H -4.688 -2.338 1.223
H -7.557 1.924 2.004
H -10.287 0.036 1.793
C -0.934 1.495 0.408
H -3.539 -6.248 -4.031
C -0.349 -7.160 0.999
H -7.974 0.616 -0.643
C 3.278 -5.177 5.253
H -5.071 -7.381 -1.066
H -2.393 3.948 -3.395
O 9.903 0.497 2.868
C 9.069 0.199 1.993
H 1.910 -1.778 -0.243
H 10.366 1.082 -3.096
C 1.446 -2.172 -2.475
C 6.069 5.148 -0.332
N -5.690 -4.919 -3.616
H -3.336 1.414 -0.505
C -7.087 -5.508 -1.569
C 6.057 -5.286 6.111
H -9.869 5.295 2.083
H 4.524 8.395 -0.738
H -5.352 -2.456 -4.603
C 10.520 1.263 0.241
H -7.062 3.981 1.062
H -1.978 3.896 -7.257
H 5.855 -4.077 1.683
H 8.314 -8.424 5.580
O 3.352 -9.314 1.758
H -5.175 -0.300 -0.077
C -9.165 3.948 0.295
C -3.261 2.386 -6.141
H 3.242 3.081 1.106
C -3.417 -4.378 -1.785
H -5.123 6.554 3.370
H 11.210 1.601 1.000
H -4.182 -7.456 -2.521
C 5.854 -1.662 1.672
H -2.802 -5.247 -2.022
H 1.525 -5.736 4.056
C -3.958 2.137 -7.479
H 4.969 -0.830 -4.966
H 1.771 -3.498 -4.923
O -2.812 3.945 2.134
H 1.281 0.031 -4.535
C -0.289 5.506 2.206
H 11.787 2.029 -1.412
H -9.002 5.092 -1.484
H -1.118 7.121 3.884
C 5.447 -1.759 3.035
C 3.384 -5.091 1.501
H -5.611 -3.574 -6.036
C 7.360 -0.434 3.571
H -0.066 -1.385 -1.458
C -3.852 2.318 -3.689
H -1.323 -7.595 0.833
H 3.327 8.144 -2.013
C 7.470 -1.005 -0.165
H -3.095 4.433 -6.258
H 4.208 0.374 -2.830
N -2.535 4.964 3.045
O 5.907 -3.062 6.884
H -4.605 2.998 -7.644
H 0.223 6.379 4.775
H 3.856 -1.909 5.887
H -0.940 5.953 1.454
H -4.640 -5.326 -0.292
H 0.605 6.072 2.464
C -1.107 5.138 3.472
H 5.976 3.525 1.138
C 4.106 -1.482 -5.099
N 2.250 -2.262 -3.729
H 4.017 0.784 2.143
H -2.901 -3.847 -0.985
O 6.873 -1.629 -1.075
C 5.848 -5.156 1.640
C 0.944 -3.608 -1.959
C -2.403 3.592 -6.300
C 2.342 0.211 -4.705
C 3.069 -1.038 -4.127
H -10.495 1.883 2.161
H 5.609 5.409 -2.897
C 10.132 0.970 -2.048
C 9.403 0.446 0.516
H -2.410 1.348 -2.526
H -4.398 -5.852 -5.598
H 1.187 -3.861 -0.927
H 8.111 5.620 -0.801
H -4.690 3.574 5.505
H 4.759 3.967 -3.351
C -4.930 -3.211 -5.267
C 5.348 -4.040 6.352
C 3.632 5.269 -1.909
C -7.455 1.915 0.919
H -3.405 3.620 -2.021
C 4.906 4.663 -2.525
H -10.050 -0.401 -0.985
N -4.274 2.454 -5.068
H -4.062 4.521 -3.302
C -4.533 -4.248 -4.157
H 2.121 5.651 0.304
C -1.827 6.268 5.682
C -0.469 3.857 3.953
C -2.869 1.200 -3.503
C 0.763 0.151 1.698
H 3.027 5.629 -2.741
H 0.557 3.961 4.307
C 4.198 7.711 -1.521
C 3.045 -0.449 -1.523
C -9.923 1.399 0.162
H -3.200 0.166 -3.602
C -5.087 1.860 -2.992
H 7.983 -7.794 2.331
C 2.356 -1.842 -1.235
H 4.616 6.113 1.936
H -1.087 0.335 -4.357
H 6.517 3.593 -1.911
H -8.701 4.186 2.637
H 0.553 -8.862 1.068
C 2.021 -2.635 5.188
C 2.605 2.210 1.164
H 0.899 -4.035 1.326
*
```

As for the expectation value of S²: 0.774. Its electronic energy is -154029.7196 eV.

***

# 8
Entry from OMol25: a molecular structure, C11H10AlBeBr2Cl3F7IN3NaO4P2 (the ωB97M-V functional and the def2-TZVPD basis).

Geometry as ORCA input:
```
! RIJCOSX wB97M-V def2-TZVPD def2/J DEFGRID3
* xyz 0 1
Na 4.058 2.085 -8.438
Cl -4.518 -1.684 -1.194
C -1.839 -0.396 -0.216
I -2.095 1.195 -4.769
C -0.500 -0.453 2.138
F 1.732 1.731 -8.168
H -1.964 1.483 -1.541
C -0.617 1.901 0.822
Br 2.553 2.484 2.060
H 3.521 0.240 7.002
F 2.980 2.026 -6.378
H 1.416 2.173 3.999
H -0.752 -1.583 2.220
C -2.859 -1.397 0.559
F 0.072 1.870 -7.152
F 2.158 3.768 -7.447
N -3.535 -2.331 0.957
Cl 1.979 -0.799 5.543
N -5.100 1.511 -0.591
C -1.000 0.411 0.888
H -0.946 2.553 -0.066
N -0.642 -6.261 -0.257
C 0.752 1.676 3.170
O -1.901 -1.761 -3.140
F 0.708 3.719 -6.138
O -0.331 -5.047 -0.224
C 3.590 -0.228 6.021
C 0.357 0.147 3.283
O -0.835 -6.878 0.801
C 0.253 2.597 1.944
Cl 4.220 0.947 4.866
P -2.884 -0.372 -3.005
F 1.338 1.752 -5.354
O -0.755 -6.839 -1.346
C -2.570 0.534 -1.315
P 1.495 2.478 -6.772
C -4.009 1.064 -0.808
H -1.062 -1.035 -0.799
Al 0.444 -2.289 0.984
F 1.592 3.099 5.237
H 4.265 -1.083 6.064
Be -0.260 -0.554 6.555
Br 2.387 -3.245 6.427
H 0.516 3.708 1.861
H 0.725 -0.492 4.155
H -2.136 -2.425 -2.437
*
```

Its electronic energy is -258975.5867 eV.